Computed, not measured: a structure of composition C26H24As2S4SbTi, with ωB97M-V/def2-TZVPD.

Each line ends with the Mulliken charge.
Positions of all 58 atoms, in Å:
Ti: 1.983 1.284 -0.088  0.3842
S: 2.635 2.258 1.794  -0.3748
Sb: 3.943 3.141 -0.180  0.6675
S: 4.226 0.855 -0.825  -0.3884
S: 1.811 3.207 -1.354  -0.3733
S: 5.378 4.793 0.019  -0.4123
C: -0.217 -1.536 1.469  -1.2155
C: -0.557 -0.196 2.119  -0.9496
As: -0.584 1.208 0.769  0.6878
C: -1.122 2.799 1.719  0.6784
C: -1.883 3.760 1.062  -0.4377
C: -2.237 4.925 1.724  -0.6760
C: -1.835 5.130 3.037  -0.5017
C: -1.076 4.170 3.691  -0.7826
C: -0.713 3.006 3.032  -0.2732
C: -2.114 0.801 -0.341  0.3340
C: -3.289 0.334 0.241  -0.3781
C: -4.402 0.095 -0.549  -0.7133
C: -4.348 0.339 -1.916  -0.5571
C: -3.182 0.823 -2.492  -0.6507
C: -2.063 1.052 -1.706  -0.2453
As: 1.329 -1.300 0.264  1.0753
C: 0.554 -1.408 -1.507  0.8351
C: -0.441 -2.305 -1.882  -0.4288
C: -0.940 -2.279 -3.173  -0.7426
C: -0.455 -1.358 -4.096  -0.5066
C: 0.530 -0.458 -3.726  -0.9550
C: 1.032 -0.483 -2.430  0.0120
C: 2.439 -2.867 0.500  0.6336
C: 3.816 -2.743 0.358  -0.2680
C: 4.620 -3.867 0.479  -0.7375
C: 4.050 -5.104 0.743  -0.4468
C: 2.674 -5.224 0.889  -0.7585
C: 1.866 -4.106 0.768  -0.2817
H: -1.056 -1.915 0.884  0.4371
H: 0.041 -2.280 2.222  0.6495
H: 0.224 0.092 2.826  0.5490
H: -1.502 -0.235 2.662  0.5869
H: -2.204 3.597 0.040  0.3661
H: -2.828 5.674 1.214  0.4125
H: -2.114 6.040 3.551  0.4033
H: -0.762 4.329 4.714  0.4169
H: -0.108 2.269 3.547  0.3045
H: -3.344 0.168 1.310  0.3118
H: -5.315 -0.271 -0.099  0.4435
H: -5.220 0.162 -2.531  0.4165
H: -3.141 1.025 -3.554  0.4490
H: -1.153 1.428 -2.158  0.4267
H: -0.823 -3.030 -1.172  0.3700
H: -1.708 -2.983 -3.466  0.4397
H: -0.843 -1.350 -5.106  0.4443
H: 0.916 0.260 -4.439  0.4518
H: 1.857 0.195 -2.207  0.3054
H: 4.261 -1.774 0.164  0.0438
H: 5.692 -3.775 0.371  0.4137
H: 4.680 -5.978 0.838  0.3903
H: 2.231 -6.189 1.097  0.4020
H: 0.792 -4.205 0.881  0.3128

## Properties
- charge = +1
- E_tot (eV) = -222018.317
- orbital gap (eV) = 7.12
- LUMO energy (eV) = -4.50
- HOMO energy (eV) = -11.622
- spin multiplicity = 1

=====

Computed, not measured: the molecule C18H17N3O4S, with ωB97M-V/def2-TZVPD.

Each line ends with the Mulliken charge.
Positions of all 43 atoms, in Å:
C: 4.272 0.900 -5.613  -0.8192
H: 4.858 -0.019 -5.719  0.3332
O: 4.121 1.265 -4.263  -0.4476
C: 3.484 0.396 -3.425  0.7435
C: 2.952 -0.829 -3.796  -0.5508
C: 2.324 -1.641 -2.861  -0.5785
C: 2.222 -1.236 -1.540  0.6111
C: 2.752 0.000 -1.166  -0.5144
C: 3.373 0.803 -2.093  -0.6209
H: 3.786 1.759 -1.811  0.4054
H: 2.663 0.305 -0.135  0.4538
O: 1.637 -1.956 -0.529  -0.4521
C: 1.005 -3.171 -0.840  -0.7110
C: -0.187 -3.011 -1.776  0.4471
O: -0.362 -3.692 -2.758  -0.6294
N: -1.063 -1.999 -1.471  -0.0214
C: -1.171 -1.276 -0.315  0.4734
N: -0.722 -1.605 0.833  -0.3846
C: -1.014 -0.671 1.782  -0.5587
C: -0.658 -0.732 3.125  -0.8303
C: -1.050 0.284 3.966  -0.7221
C: -1.799 1.375 3.501  0.7214
C: -2.158 1.457 2.161  -0.4743
C: -1.760 0.436 1.321  0.7997
S: -2.064 0.267 -0.384  -0.3255
H: -2.731 2.292 1.796  0.6038
N: -2.159 2.352 4.432  -0.1560
C: -2.914 3.479 4.254  0.7963
O: -3.399 3.819 3.201  -0.6133
C: -3.079 4.262 5.540  -1.3296
H: -3.574 3.652 6.292  0.3308
H: -2.107 4.571 5.920  0.3294
H: -3.681 5.144 5.343  0.3567
H: -1.819 2.179 5.369  0.1869
H: -0.778 0.243 5.012  0.2893
H: -0.083 -1.569 3.484  0.4801
H: -1.750 -1.802 -2.190  0.2621
H: 1.700 -3.890 -1.293  0.3464
H: 0.649 -3.558 0.120  0.4750
H: 1.923 -2.584 -3.194  0.3588
H: 3.013 -1.179 -4.815  0.3731
H: 3.304 0.772 -6.107  0.3311
H: 4.808 1.724 -6.083  0.2313

## Properties
- structure (SMILES) = COc1ccc(OCC(=O)Nc2nc3ccc(NC(C)=O)cc3s2)cc1
- charge = 0
- E_tot (eV) = -42438.153
- orbital gap (eV) = 8.49
- LUMO energy (eV) = 0.55
- HOMO energy (eV) = -7.938
- spin multiplicity = 1

=====

Computed, not measured: a structure of composition C16H25N5O5Sc, with ωB97M-V/def2-TZVPD.

Each line ends with the Mulliken charge.
Positions of all 52 atoms, in Å:
O: -3.753 1.111 -2.104  -0.5951
H: -4.554 1.603 -2.163  0.2083
Sc: -1.001 0.667 -0.266  -0.0125
N: -0.352 -1.252 -0.991  0.4040
N: -1.031 0.606 -2.584  0.4431
O: 0.240 -2.209 -0.128  -0.7076
O: -1.772 1.506 -3.231  -0.8536
C: -0.456 -1.636 -2.275  0.3049
C: -0.900 -0.609 -3.162  0.3787
C: -0.039 -2.986 -2.758  -1.3930
C: -1.150 -0.845 -4.605  -1.4578
H: 0.318 -3.600 -1.924  0.3950
H: 0.777 -2.893 -3.494  0.3408
H: -0.867 -3.516 -3.255  0.3481
H: -1.547 0.070 -5.054  0.3623
H: -1.863 -1.668 -4.759  0.3352
H: -0.214 -1.120 -5.112  0.3427
H: 0.818 -1.659 0.459  0.4960
H: -2.900 1.389 -2.620  0.4745
O: -0.662 2.721 -1.022  -0.4937
H: 0.076 3.300 -0.741  0.2989
H: -0.830 2.817 -1.979  0.3265
C: -2.922 0.466 -0.207  -0.5140
H: -2.737 1.602 -0.215  0.3697
H: -2.634 -0.430 -0.843  -0.0850
H: -3.860 0.319 0.353  0.6990
O: -0.696 -3.765 2.032  -0.6648
H: -0.493 -3.183 1.254  0.3947
H: -1.394 -3.298 2.505  0.3016
C: 5.395 -0.337 1.005  -0.3507
C: 4.551 -1.441 1.213  -0.7888
C: 3.170 -1.271 1.248  -0.3029
C: 2.625 0.021 1.038  0.4378
C: 3.469 1.129 0.857  -0.1496
C: 4.853 0.946 0.841  -0.7266
N: 1.250 0.161 1.038  0.0920
N: 0.851 1.446 1.213  -0.3754
C: -0.088 1.530 2.245  0.6773
C: 0.096 2.303 3.390  -0.5575
C: -0.910 2.291 4.357  -0.3336
C: -2.083 1.563 4.100  -0.6966
C: -2.217 0.879 2.908  -0.2434
N: -1.208 0.804 2.016  0.0296
H: 6.478 -0.481 0.978  0.3972
H: 4.971 -2.440 1.351  0.3949
H: 2.491 -2.097 1.465  0.5555
H: 3.006 2.109 0.737  0.4093
H: 5.496 1.814 0.697  0.3815
H: 1.040 2.856 3.460  0.4549
H: -0.790 2.835 5.287  0.4474
H: -2.912 1.517 4.821  0.3946
H: -3.137 0.355 2.626  0.4058

## Properties
- charge = +1
- E_tot (eV) = -55373.335
- orbital gap (spin up / spin down) (eV) = 4.54 / 3.40
- LUMO energy (spin up / spin down) (eV) = -5.46 / -5.99
- HOMO energy (spin up / spin down) (eV) = -9.994 / -9.393
- spin multiplicity = 1

=====

Computed, not measured: a structure of composition C22H38CdN3O4PS2, with ωB97M-V/def2-TZVPD.

Each line ends with the Mulliken charge.
Positions of all 71 atoms, in Å:
Cd: 0.477 0.773 0.815  0.3964
C: 2.288 1.697 0.077  -0.9060
C: 2.319 2.543 -1.070  1.2008
C: 1.133 3.148 -1.565  -0.2129
C: 1.148 4.054 -2.604  -0.3606
C: 2.348 4.408 -3.223  -0.3767
C: 3.525 3.823 -2.761  -0.6607
C: 3.523 2.912 -1.722  -0.3117
H: 0.186 2.870 -1.106  0.0314
H: 0.213 4.490 -2.945  0.3426
H: 2.360 5.109 -4.050  0.3380
H: 4.469 4.064 -3.242  0.3504
H: 4.444 2.427 -1.429  0.2424
C: -5.349 -0.959 -2.598  -1.0439
C: -4.324 -2.073 -2.514  -0.3629
O: -4.036 -2.387 -1.155  -0.4101
P: -2.593 -1.836 -0.576  0.6260
O: -2.881 -1.965 1.011  -0.3459
C: -3.099 -0.742 1.741  0.6644
C: -4.577 -0.454 1.892  -1.3608
O: -1.766 -3.214 -0.796  -0.4420
C: -0.391 -3.230 -0.347  -0.0149
C: -0.262 -4.069 0.903  -1.1788
H: -5.640 -0.785 -3.636  0.4069
H: -4.930 -0.033 -2.203  0.1902
H: -6.238 -1.222 -2.023  0.2450
H: -3.410 -1.777 -3.042  0.3331
H: -4.690 -2.989 -2.984  0.3567
H: -2.588 0.077 1.228  -0.1469
H: -2.614 -0.861 2.709  0.0392
H: -5.048 -0.298 0.920  0.2651
H: -4.705 0.446 2.496  0.3880
H: -5.082 -1.283 2.387  0.3162
H: -0.042 -2.208 -0.162  -0.0524
H: 0.209 -3.633 -1.164  0.3120
H: -0.870 -3.643 1.702  0.1895
H: 0.781 -4.082 1.216  0.3642
H: -0.605 -5.089 0.713  0.3543
N: -2.587 1.867 -1.632  -0.8561
H: -2.549 2.422 -0.781  0.3416
H: -1.834 2.221 -2.215  0.3026
H: -2.283 0.935 -1.352  0.2008
S: 3.639 0.774 0.680  -0.1964
C: 4.624 -0.214 -0.444  -0.5811
N: 5.725 0.529 -1.131  -0.1423
C: 6.293 -0.466 -2.022  -0.7887
C: 5.139 -0.954 -2.907  -0.5008
S: 3.631 -0.748 -1.909  -0.2652
H: 6.403 0.734 -0.405  0.1811
H: 6.684 -1.333 -1.460  0.3331
H: 7.100 -0.034 -2.624  0.3194
H: 5.291 -1.994 -3.207  0.2913
H: 5.043 -0.339 -3.803  0.3015
O: 3.159 -2.774 0.559  -0.5771
H: 3.536 -1.978 0.980  0.3867
H: 3.281 -2.528 -0.369  0.2777
C: 0.684 -1.319 3.595  -1.2355
C: -0.334 -0.237 3.777  0.5559
C: -1.280 -0.073 4.771  -0.7842
C: -1.999 1.109 4.448  -0.6443
C: -1.461 1.579 3.265  0.4872
C: -1.871 2.763 2.448  -1.1808
N: -0.436 0.771 2.866  -0.1164
H: 0.811 -1.890 4.516  0.3822
H: 1.656 -0.900 3.316  0.2724
H: 0.400 -2.023 2.803  0.0142
H: -1.411 -0.708 5.637  0.3961
H: -2.797 1.569 5.013  0.4041
H: -2.442 3.472 3.048  0.3644
H: -2.500 2.476 1.595  0.0636
H: -0.998 3.285 2.046  0.2275

## Properties
- charge = -2
- E_tot (eV) = -71613.005
- orbital gap (spin up / spin down) (eV) = 4.35 / 4.03
- LUMO energy (spin up / spin down) (eV) = 4.60 / 4.60
- HOMO energy (spin up / spin down) (eV) = 0.250 / 0.577
- spin multiplicity = 1

=====

Table of F_max (eV Å⁻¹), in record order: 0.7 1.2 3.5 0.4
Table of ΔE to the lowest compared entry with this formula, charge and spin (kcal per mole), in record order: 2.50 15.72 26.78 46.40